{
  "formula": "C5H8O2",
  "method": "ωB97M-V/def2-TZVPD",
  "multiplicity": 1,
  "mol_weight_da": 100.117,
  "e_tot_ev": -9408.4773,
  "de_lowest_kj_mol": 130.7,
  "symbols": ["O", "C", "C", "C", "C", "C", "O", "H", "H", "H", "H", "H", "H", "H", "H"],
  "positions_angstrom": [[2.49288, 0.51036, 0.43280], [1.79119, -0.40832, -0.38309], [0.31512, -0.53308, -0.02779], [-0.50974, 0.73312, -0.26474], [-1.99404, 0.48417, -0.09889], [-2.47534, -0.70644, 0.18692], [-2.89093, -1.77030, 0.44085], [2.30824, 1.40081, 0.11355], [2.27517, -1.37828, -0.23054], [1.90030, -0.15573, -1.45017], [0.23126, -0.82734, 1.02602], [-0.19452, 1.51645, 0.43789], [-0.32044, 1.11955, -1.27727], [-0.10291, -1.35318, -0.62828], [-2.72093, 1.28018, -0.22367]],
  "atomic_forces_ev_per_a": [[-0.004, 0.308, -0.040], [-0.144, -0.297, -0.202], [-0.030, -0.037, 0.032], [0.123, 0.012, -0.022], [-0.118, -0.152, 0.048], [-0.202, -0.524, 0.129], [0.292, 0.869, -0.199], [0.047, -0.091, 0.117], [-0.048, 0.135, -0.026], [-0.002, -0.001, 0.172], [0.007, 0.012, -0.128], [-0.050, -0.114, -0.107], [-0.018, -0.087, 0.130], [0.073, 0.082, 0.056], [0.073, -0.115, 0.041]],
  "mulliken_charge": [-0.51, -0.80, -0.47, -0.21, -0.77, 0.55, -0.40, 0.31, 0.33, 0.34, 0.34, 0.26, 0.29, 0.40, 0.33]
}


{
  "formula": "C5H8O2",
  "method": "ωB97M-V/def2-TZVPD",
  "multiplicity": 1,
  "mol_weight_da": 100.117,
  "e_tot_ev": -9402.9012,
  "de_lowest_kj_mol": 668.7,
  "symbols": ["C", "C", "O", "C", "C", "O", "C", "H", "H", "H", "H", "H", "H", "H", "H"],
  "positions_angstrom": [[-0.11119, 1.20877, -1.70246], [-0.77920, 0.81997, -0.40680], [-1.56258, -0.38233, -0.40410], [-0.36293, -0.35623, 0.34926], [-0.24388, -0.72084, 1.81954], [0.52078, -1.80735, 1.44842], [0.76552, -1.34133, 0.22028], [0.65202, 1.97418, -1.51559], [0.37203, 0.34178, -2.16640], [-0.84271, 1.61804, -2.40969], [-1.22966, 1.63524, 0.16631], [1.30493, 0.25518, 1.70427], [-1.00727, -0.89185, 2.57547], [1.29465, -1.92050, -0.52732], [1.75970, 0.04471, 1.04054]],
  "atomic_forces_ev_per_a": [[-0.010, -0.064, 0.022], [0.129, 0.154, -0.013], [0.099, -0.003, 0.042], [0.211, 0.190, 0.087], [-0.122, -0.142, -0.040], [0.048, 0.197, -0.161], [-0.028, -0.140, -0.009], [-0.156, -0.153, -0.010], [-0.109, 0.144, 0.095], [0.121, -0.079, 0.164], [0.061, -0.202, -0.118], [-0.166, -0.090, -0.049], [0.186, 0.099, -0.164], [-0.122, 0.155, 0.198], [-0.141, -0.066, -0.046]],
  "mulliken_charge": [-1.29, 0.11, -0.52, 0.81, -0.56, -0.28, -0.46, 0.31, 0.33, 0.35, 0.42, 0.13, 0.27, 0.38, 0.01]
}


{
  "formula": "C5H8O2",
  "method": "ωB97M-V/def2-TZVPD",
  "multiplicity": 1,
  "mol_weight_da": 100.117,
  "e_tot_ev": -9406.7431,
  "de_lowest_kj_mol": 298.0,
  "symbols": ["O", "C", "C", "C", "O", "C", "C", "H", "H", "H", "H", "H", "H", "H", "H"],
  "positions_angstrom": [[0.99441, -0.03671, 1.43694], [1.49135, 0.61076, 0.29187], [0.65172, 0.22805, -0.95360], [-0.57435, -0.59348, -0.50077], [-0.06163, -1.84126, 0.13099], [-1.54053, 0.27344, 0.21799], [-2.39726, 1.05962, 0.54779], [0.83260, -0.97219, 1.15351], [2.54610, 0.34734, 0.12375], [1.45753, 1.69061, 0.48283], [1.22625, -0.38720, -1.65327], [0.32299, 1.11463, -1.51837], [-1.10342, -0.98325, -1.36181], [-0.68562, -2.25985, 0.74713], [-3.16013, 1.74950, 0.85501]],
  "atomic_forces_ev_per_a": [[0.481, -0.217, 0.401], [0.163, 0.178, -0.167], [-0.072, -0.286, 0.091], [-0.080, -0.398, -0.244], [-0.574, 0.474, -0.195], [-0.404, -0.055, 0.141], [0.488, -0.520, -0.085], [0.308, 0.871, 0.556], [-0.129, 0.082, -0.046], [-0.088, -0.229, -0.044], [-0.038, -0.014, 0.162], [-0.066, -0.341, 0.284], [-0.153, 0.230, -0.363], [-0.153, 0.471, -0.441], [0.316, -0.248, -0.049]],
  "mulliken_charge": [-0.60, -0.40, -0.62, -0.35, -0.63, -0.42, 0.24, 0.45, 0.26, 0.30, 0.27, 0.39, 0.29, 0.36, 0.44]
}


{
  "formula": "C5H8O2",
  "method": "ωB97M-V/def2-TZVPD",
  "multiplicity": 1,
  "mol_weight_da": 100.117,
  "e_tot_ev": -9402.9142,
  "de_lowest_kj_mol": 667.5,
  "symbols": ["O", "C", "C", "C", "C", "C", "O", "H", "H", "H", "H", "H", "H", "H", "H"],
  "positions_angstrom": [[0.57517, 1.56638, 1.72880], [0.09129, 0.44126, 1.03915], [-1.19574, 0.68324, 0.26051], [-0.77982, -1.04684, -0.92091], [0.66835, -1.40861, -0.60105], [0.85161, 0.04836, -0.23782], [-0.21193, 0.47219, -1.17975], [0.68539, 2.28779, 1.09431], [0.01703, -0.35956, 1.77735], [-2.11290, 0.19579, 0.57204], [-1.37412, 1.74580, 0.04393], [-1.15005, -1.38708, -1.89454], [0.85007, -2.13678, 0.19676], [1.27982, -1.66034, -1.48144], [1.80582, 0.55840, -0.39734]],
  "atomic_forces_ev_per_a": [[0.056, 0.229, -0.152], [-0.163, -0.320, -0.092], [-0.097, 0.287, 0.274], [0.067, -0.213, -0.280], [0.053, -0.037, 0.079], [0.245, -0.002, 0.137], [-0.168, 0.033, -0.047], [0.003, -0.060, 0.162], [-0.004, 0.083, -0.143], [0.194, 0.023, -0.110], [0.051, -0.139, -0.003], [0.044, 0.030, 0.170], [-0.026, 0.125, -0.117], [-0.115, 0.035, 0.089], [-0.141, -0.072, 0.033]],
  "mulliken_charge": [-0.58, 0.01, -0.30, -0.55, -0.54, -0.08, -0.36, 0.33, 0.39, 0.22, 0.27, 0.19, 0.29, 0.28, 0.42]
}


{
  "formula": "C5H8O2",
  "method": "ωB97M-V/def2-TZVPD",
  "multiplicity": 1,
  "mol_weight_da": 100.117,
  "e_tot_ev": -9408.3173,
  "de_lowest_kj_mol": 146.2,
  "symbols": ["O", "C", "C", "C", "C", "O", "C", "H", "H", "H", "H", "H", "H", "H", "H"],
  "positions_angstrom": [[-1.71017, 0.91051, 0.74297], [-1.50632, -0.08932, -0.23983], [-0.08248, -0.62432, -0.13676], [0.80252, -0.27581, 1.08129], [1.89686, 0.16131, 0.11771], [3.05974, 0.42151, 0.27424], [0.86702, 0.16070, -1.06397], [-2.65303, 1.10107, 0.80215], [-2.27608, -0.87665, -0.13064], [-1.44865, 0.33831, -1.27499], [-0.06026, -1.69788, -0.35637], [0.40697, 0.59578, 1.61317], [1.06072, -1.06510, 1.78906], [0.55052, 1.20734, -1.17250], [1.09262, -0.26746, -2.04553]],
  "atomic_forces_ev_per_a": [[-0.185, 0.164, -0.069], [0.201, -0.171, -0.417], [-0.051, -0.033, -0.049], [-0.026, -0.093, 0.235], [0.134, 0.188, -0.104], [-0.700, -0.245, -0.416], [1.042, -0.069, 0.362], [0.174, 0.035, -0.066], [0.365, 0.300, -0.283], [-1.161, -0.206, 0.682], [0.029, 0.219, -0.006], [0.079, -0.144, 0.013], [-0.030, 0.093, -0.025], [-0.106, -0.190, -0.071], [0.235, 0.153, 0.214]],
  "mulliken_charge": [-0.51, -0.70, 0.24, -0.62, 0.30, -0.56, -0.81, 0.30, 0.40, 0.26, 0.43, 0.24, 0.32, 0.32, 0.38]
}


{
  "formula": "C5H8O2",
  "method": "ωB97M-V/def2-TZVPD",
  "multiplicity": 1,
  "mol_weight_da": 100.117,
  "e_tot_ev": -9405.9417,
  "de_lowest_kj_mol": 375.4,
  "symbols": ["O", "C", "C", "C", "O", "C", "C", "H", "H", "H", "H", "H", "H", "H", "H"],
  "positions_angstrom": [[2.01156, 0.18025, -0.63893], [1.01360, 0.15743, 0.36238], [-0.00499, 1.28672, 0.05663], [-1.19133, 0.39734, -0.21569], [-2.26710, 0.58895, 0.49520], [-0.99120, -0.83364, -0.87477], [0.10162, -1.11514, 0.26379], [2.59891, -0.57132, -0.48226], [1.47285, 0.29493, 1.35269], [-0.16484, 1.99645, 0.87195], [0.28410, 1.82239, -0.85331], [-2.81871, -0.18846, 0.23818], [0.60940, -2.01045, -0.08881], [-0.32502, -0.65949, -1.73416], [-0.32885, -1.34595, 1.24712]],
  "atomic_forces_ev_per_a": [[0.195, -0.123, -0.015], [-0.235, 0.031, 0.163], [-0.003, -0.025, -0.049], [-0.181, 0.188, -0.012], [0.057, -0.060, -0.200], [0.035, 0.228, 0.049], [0.182, -0.308, 0.118], [-0.086, 0.160, -0.096], [-0.117, -0.105, -0.133], [0.041, -0.139, -0.094], [-0.038, -0.068, 0.166], [-0.004, 0.170, 0.080], [0.297, 0.029, 0.153], [-0.157, -0.056, 0.058], [0.016, 0.078, -0.188]],
  "mulliken_charge": [-0.55, 0.19, -0.81, 0.27, -0.48, -0.55, -0.72, 0.33, 0.32, 0.31, 0.30, 0.47, 0.48, 0.19, 0.26]
}


{
  "formula": "C5H8O2",
  "method": "ωB97M-V/def2-TZVPD",
  "multiplicity": 1,
  "mol_weight_da": 100.117,
  "e_tot_ev": -9406.4167,
  "de_lowest_kj_mol": 329.5,
  "symbols": ["C", "C", "C", "O", "C", "C", "O", "H", "H", "H", "H", "H", "H", "H", "H"],
  "positions_angstrom": [[1.79020, -0.61427, 0.42993], [0.45989, 0.11434, 0.39525], [-0.09608, 1.17566, -0.53156], [-1.21488, 0.74091, -1.58427], [-1.46001, 0.78257, -0.21767], [-0.92046, -0.58588, 0.33541], [-0.98103, -1.55310, -0.67118], [2.62764, 0.07325, 0.25856], [1.83370, -1.42092, -0.30523], [1.92682, -1.06584, 1.42369], [0.38732, 0.88916, 1.19981], [0.44817, 2.09995, -0.72042], [-2.26746, 1.37341, 0.18879], [-1.32596, -0.99176, 1.26318], [-1.20786, -1.01747, -1.46428]],
  "atomic_forces_ev_per_a": [[-0.137, 0.020, -0.173], [0.022, 0.355, 0.287], [-0.346, 0.003, -1.307], [1.737, 0.567, 0.187], [-0.341, 0.155, 0.690], [-0.063, 0.188, 0.464], [-0.291, -0.028, 0.022], [-0.156, -0.131, -0.011], [-0.037, 0.133, -0.006], [-0.057, 0.134, -0.263], [0.405, -1.128, 0.562], [-0.818, 0.048, -0.327], [-0.256, 0.009, -0.144], [0.015, 0.129, -0.047], [0.322, -0.455, 0.067]],
  "mulliken_charge": [-1.30, 0.26, -0.43, -0.55, -0.16, -0.12, -0.59, 0.34, 0.32, 0.33, 0.24, 0.47, 0.40, 0.41, 0.38]
}


{
  "formula": "C5H8O2",
  "method": "ωB97M-V/def2-TZVPD",
  "multiplicity": 1,
  "mol_weight_da": 100.117,
  "e_tot_ev": -9406.2775,
  "de_lowest_kj_mol": 343.0,
  "symbols": ["O", "C", "C", "C", "C", "C", "O", "H", "H", "H", "H", "H", "H", "H", "H"],
  "positions_angstrom": [[2.45356, -0.77368, 0.84247], [2.11978, -1.42500, -0.11950], [-0.49834, 0.42012, 0.66822], [-1.62563, 1.13054, 0.50132], [-2.33788, 0.13468, -0.40233], [-1.00485, -0.64255, -0.24242], [-0.56897, -1.65878, -0.72303], [2.53975, 1.44770, 0.12428], [1.87848, -2.49818, -0.04402], [2.03502, -0.97958, -1.12857], [0.42663, 0.55984, 1.21478], [-1.93689, 2.10025, 0.87552], [2.30066, 2.08685, -0.17684], [-2.56914, 0.45879, -1.42231], [-3.21218, -0.36098, 0.03244]],
  "atomic_forces_ev_per_a": [[-0.157, -0.370, -0.420], [0.163, 0.110, 0.295], [0.010, 0.116, 0.072], [0.059, 0.046, 0.081], [-0.154, -0.036, -0.106], [0.164, -0.416, -0.194], [-0.229, 0.479, 0.238], [-0.028, 0.095, -0.037], [0.078, 0.085, 0.001], [0.029, -0.007, 0.120], [-0.186, 0.036, -0.082], [0.034, -0.146, -0.033], [0.041, -0.015, -0.007], [0.050, -0.029, 0.136], [0.127, 0.052, -0.065]],
  "mulliken_charge": [-0.44, -0.10, -0.42, -0.37, -0.45, 0.51, -0.58, -0.20, 0.27, 0.26, 0.47, 0.38, 0.20, 0.24, 0.23]
}


{
  "formula": "C5H8O2",
  "method": "ωB97M-V/def2-TZVPD",
  "multiplicity": 1,
  "mol_weight_da": 100.117,
  "e_tot_ev": -9407.1529,
  "de_lowest_kj_mol": 258.5,
  "symbols": ["C", "C", "C", "C", "O", "C", "O", "H", "H", "H", "H", "H", "H", "H", "H"],
  "positions_angstrom": [[1.87387, -0.17866, 0.81629], [0.58287, 0.16842, 0.13293], [-0.15394, -0.75476, -0.81019], [-0.84567, -0.15708, 0.39310], [-1.36698, -0.89756, 1.43143], [-1.14466, 1.27905, -0.07924], [0.27706, 1.53037, -0.20299], [2.73822, -0.02408, 0.15844], [1.87123, -1.23642, 1.10636], [2.01491, 0.42146, 1.71870], [-0.42465, -0.38561, -1.79875], [0.09044, -1.81020, -0.74499], [-2.10743, -1.41504, 1.09119], [-1.66675, 1.28611, -1.04676], [-1.69455, 2.04926, 0.46393]],
  "atomic_forces_ev_per_a": [[-0.085, 0.100, 0.012], [0.184, -0.170, 0.110], [0.014, -0.179, -0.158], [0.051, 0.160, -0.219], [-0.343, 0.078, -0.095], [-0.559, 0.122, -0.348], [0.073, 0.071, -0.240], [-0.248, 0.045, 0.035], [-0.108, 0.224, -0.073], [-0.042, -0.020, -0.090], [0.077, -0.157, 0.127], [0.085, 0.119, 0.087], [0.074, 0.008, 0.098], [0.348, -0.125, -0.114], [0.479, -0.278, 0.867]],
  "mulliken_charge": [-1.37, 1.01, -0.91, 0.48, -0.53, -0.54, -0.47, 0.34, 0.31, 0.32, 0.21, 0.29, 0.34, 0.20, 0.31]
}


{
  "formula": "C5H8O2",
  "method": "ωB97M-V/def2-TZVPD",
  "multiplicity": 1,
  "mol_weight_da": 100.117,
  "e_tot_ev": -9408.5897,
  "de_lowest_kj_mol": 119.9,
  "symbols": ["O", "C", "C", "C", "C", "C", "O", "H", "H", "H", "H", "H", "H", "H", "H"],
  "positions_angstrom": [[-0.60592, -2.31312, 1.09262], [-1.04572, -1.08112, 0.54393], [0.13742, -0.14838, 0.35810], [0.88745, 0.00975, -0.99283], [0.89650, 1.55223, -0.81840], [-0.14256, 1.35266, 0.28238], [-0.96608, 2.05835, 0.80128], [-1.24872, -2.59350, 1.75520], [-1.76903, -0.58369, 1.20516], [-1.54709, -1.25445, -0.42071], [0.84606, -0.33325, 1.17574], [1.86010, -0.47973, -1.06894], [0.26548, -0.29829, -1.83917], [0.59110, 2.17946, -1.66003], [1.84102, 1.93308, -0.41432]],
  "atomic_forces_ev_per_a": [[-0.195, -0.187, 0.264], [-0.096, 0.356, -0.145], [-0.071, -0.084, 0.091], [0.089, -0.164, -0.137], [0.021, 0.152, -0.061], [-0.284, 0.302, 0.223], [0.381, -0.320, -0.266], [0.184, -0.034, -0.205], [0.135, -0.090, -0.067], [0.087, 0.033, 0.139], [-0.060, 0.071, -0.085], [-0.149, 0.077, 0.019], [0.069, 0.031, 0.141], [0.037, -0.092, 0.111], [-0.147, -0.050, -0.022]],
  "mulliken_charge": [-0.50, -0.60, 0.26, -0.73, -0.39, 0.29, -0.57, 0.32, 0.34, 0.25, 0.26, 0.29, 0.27, 0.30, 0.23]
}